[1]
This record from the OMol25 dataset describes a cluster of 3 separate species, C6H16N2 in total at a distorted geometry. The level of theory is ωB97M-V with the def2-TZVPD basis set.

Geometry as XYZ:
```
24
Properties=species:S:1:pos:R:3:lowdin_charge:R:1
C -0.322 0.999 -1.464 -0.384
C 0.462 -0.804 0.097 -0.266
C 0.753 0.534 0.362 -0.248
C -0.841 -1.490 0.378 -0.084
C 1.704 -1.281 1.790 -0.018
C 0.123 1.360 1.442 -0.081
N -1.714 1.195 -1.184 0.012
N 0.003 0.237 -2.635 0.008
H 0.176 1.967 -1.516 0.100
H 1.060 -1.265 -0.683 0.112
H 1.737 0.862 0.042 0.121
H -2.165 1.836 -1.837 0.068
H -2.234 0.327 -1.192 0.049
H -0.459 -0.665 -2.639 0.054
H -0.258 0.714 -3.499 0.069
H -1.369 -1.697 -0.557 0.068
H -0.657 -2.456 0.855 0.080
H -1.495 -0.908 1.025 0.075
H 0.879 1.676 2.164 0.080
H -0.334 2.250 1.000 0.074
H 2.015 -2.272 1.465 0.006
H 2.564 -0.636 1.959 0.017
H 1.035 -1.316 2.648 0.015
H -0.663 0.833 1.980 0.072
```

Summary:
ΔE to the lowest compared entry with this formula, charge and spin ... 4.819 eV
Gap between HOMO and LUMO ... 7.5 eV
E_HOMO ... -6.56 eV
Multiplicity ... 1
Charge ... 0


[2]
This record from the OMol25 dataset describes the ion C6H16N2 with charge +1 at a distorted geometry. The level of theory is ωB97M-V with the def2-TZVPD basis set.

Geometry as XYZ:
```
24
Properties=species:S:1:pos:R:3:mulliken_spin:R:1
C 0.618 0.663 1.863 0.090
C 0.032 -0.016 0.685 -0.021
C 0.619 -1.587 0.493 0.054
C -0.678 -2.065 -0.200 0.014
C 1.736 -1.571 -0.565 -0.001
N -0.016 0.734 -0.643 0.738
C -1.072 1.702 -0.504 0.027
N -0.882 2.639 -1.589 -0.001
H -0.057 1.502 2.260 0.005
H 0.722 -0.125 2.673 -0.006
H 1.636 1.073 1.537 0.002
H -1.055 -0.115 0.922 0.000
H 0.740 -2.021 1.487 -0.002
H -0.588 -2.935 -0.792 0.003
H -1.223 -1.449 -0.915 0.000
H -1.457 -2.247 0.530 0.002
H 1.290 -0.977 -1.335 0.006
H 2.422 -0.810 -0.110 0.003
H 2.058 -2.490 -0.895 0.000
H 0.916 1.198 -0.925 -0.013
H -2.110 1.252 -0.536 0.029
H -0.997 2.278 0.497 0.067
H -1.459 3.366 -1.488 0.001
H -1.197 2.002 -2.452 0.003
```

Summary:
ΔE to the lowest compared entry with this formula, charge and spin ... 2.886 eV
Gap between HOMO and LUMO (alpha / beta) ... 11.9 / 6.3 eV
E_HOMO (alpha / beta) ... -14.65 / -14.51 eV
Multiplicity ... 2
Charge ... +1


[3]
This record from the OMol25 dataset describes the molecule C6H16N2O at a distorted geometry. The level of theory is ωB97M-V with the def2-TZVPD basis set.

Geometry as XYZ:
```
25
Properties=species:S:1:pos:R:3:lowdin_charge:R:1
C -0.797 -1.995 -0.049 -0.102
N 0.406 -1.208 0.250 -0.251
C 1.563 -2.110 0.297 -0.088
C 0.594 -0.035 -0.642 -0.369
O 1.917 0.452 -0.508 -0.028
C -0.426 1.072 -0.254 -0.419
C -0.470 0.736 1.574 0.019
C -0.026 2.466 -0.733 -0.052
N -1.794 0.792 -0.706 0.030
H -1.709 -1.416 0.094 0.061
H -0.890 -2.826 0.658 0.082
H -0.778 -2.387 -1.072 0.085
H 1.752 -2.563 -0.683 0.085
H 2.464 -1.590 0.624 0.075
H 1.379 -2.908 1.022 0.083
H 0.485 -0.353 -1.688 0.155
H 2.030 0.611 0.443 0.095
H -1.287 1.413 1.825 0.038
H -0.741 -0.178 2.105 0.055
H 0.458 1.154 1.963 0.048
H -0.719 3.224 -0.350 0.079
H 0.979 2.754 -0.410 0.072
H -0.045 2.531 -1.833 0.090
H -1.886 0.978 -1.705 0.081
H -2.462 1.388 -0.224 0.077
```

Summary:
ΔE to the lowest compared entry with this formula, charge and spin ... 2.842 eV
Gap between HOMO and LUMO ... 9.1 eV
E_HOMO ... -8.25 eV
Multiplicity ... 1
Charge ... 0
SMILES ... CN(C)[C@H](O)C(C)(C)N